No. 1
24
Properties=species:S:1:pos:R:3:forces:R:3 method="wB97M-V/def2-TZVPD" spin_multiplicity=2 e_lumo_ev="1.0 / -1.8" orbital_gap_ev="9.9 / 7.1" largest_force_ha_per_bohr=0.0361 energy_ev=-10016.4736 homo_energy_ev="-8.95 / -8.95"
C -2.5305 -1.0825 -1.6090 0.03 -0.36 -0.28
C -1.7112 -0.0170 -0.8973 -0.80 0.28 0.26
C -2.3577 0.4787 0.3926 -0.04 -0.07 0.09
N -1.8095 -1.5421 -2.8102 1.23 -0.38 0.24
H -3.5005 -0.6602 -1.9398 0.41 -0.20 0.21
H -2.7460 -1.9193 -0.9082 0.01 0.42 -0.17
H -1.5612 0.8482 -1.5464 0.09 -0.15 -0.19
H -0.7389 -0.3766 -0.6094 0.39 -0.46 -0.29
H -2.6310 -0.3568 1.0549 0.01 0.19 -0.17
H -3.2545 1.0666 0.1765 0.04 -0.04 0.17
H -1.6257 1.0933 0.9303 -0.43 0.00 -0.09
H -2.2612 -2.3259 -3.2802 0.06 0.25 0.30
H -0.8341 -1.8520 -2.5603 -1.50 0.42 -0.30
C 1.3544 0.4004 1.7782 1.50 0.32 1.05
O 0.5633 0.6688 0.7031 0.15 -0.19 0.83
C 2.7594 1.0184 1.6370 0.27 0.84 0.05
C 3.5000 0.4901 0.4123 -0.85 -1.00 -0.14
H 1.4982 -0.6991 1.9518 -0.64 0.41 -0.25
H 0.9305 0.7977 2.7679 -0.18 -0.52 -1.26
H 3.3850 0.8589 2.5323 -0.46 -0.02 -0.10
H 2.6125 2.1211 1.5439 0.18 -0.67 0.04
H 4.4261 1.0055 0.2023 0.18 0.17 0.01
H 2.8178 0.5846 -0.4461 0.40 0.03 0.04
H 3.7149 -0.6008 0.5237 -0.05 0.73 -0.03

---

No. 2
6
Properties=species:S:1:pos:R:3:forces:R:3 method="wB97M-V/def2-TZVPD" e_lumo_ev="-1.3 / -1.3" orbital_gap_ev="8.2 / 8.2" largest_force_ha_per_bohr=0.0832 energy_ev=-10153.1094 homo_energy_ev="-9.45 / -9.45"
C 0.7594 0.9826 -0.1361 -1.16 -0.69 -0.10
N 0.1176 -1.5636 -0.2237 -1.48 -0.52 0.56
N -0.2985 0.6227 0.3856 3.90 1.75 -0.11
O 1.8210 1.4194 -0.4275 -0.96 -0.41 0.47
O -0.9770 -1.5884 0.0524 2.58 -1.28 -1.09
O -1.4225 0.1274 0.3494 -2.88 1.14 0.28

---

No. 3
62
Properties=species:S:1:pos:R:3:forces:R:3 method="wB97M-V/def2-TZVPD" spin_multiplicity=2 e_lumo_ev="0.2 / 0.3" orbital_gap_ev="8.2 / 8.3" largest_force_ha_per_bohr=0.0916 energy_ev=-55738.2615 homo_energy_ev="-8.01 / -8.05"
O -0.2630 -0.4621 0.9751 0.32 2.14 -1.49
V -0.0339 0.8727 0.1258 0.62 -2.48 3.95
C 2.6702 2.9876 3.0503 -0.19 -0.53 0.08
C 2.2593 1.6433 2.3989 -2.04 1.16 -1.07
C 2.4276 0.4692 3.3158 0.29 -0.60 0.04
O 0.9140 1.7462 1.8831 -0.04 0.05 -1.42
H 2.0782 3.1978 3.9411 -0.26 -0.11 -0.03
H 2.5368 3.8236 2.3637 0.02 -0.09 -0.11
H 3.7044 2.9587 3.3932 0.20 -0.01 -0.15
H 2.8777 1.5178 1.5101 0.77 -0.19 -0.05
H 1.7015 0.3957 4.1253 0.00 0.54 0.07
H 3.4416 0.5201 3.7125 0.06 -0.26 0.30
H 2.3089 -0.4747 2.7837 0.10 -0.01 -0.23
B -1.2611 0.0742 -1.6603 -0.43 -0.39 -0.20
H -0.8774 1.0760 -1.7760 1.16 4.31 -0.18
H -0.3805 -0.5273 -1.4961 3.10 -2.82 0.19
H -1.9501 -0.0743 -0.8433 -2.47 -0.30 2.98
H -1.8010 -0.1263 -2.5727 -1.54 -0.84 -3.42
C 1.9311 0.6943 -3.1604 -0.24 0.35 0.48
C 2.4416 1.1317 -1.7882 -1.22 0.84 -1.18
C 2.0515 2.5897 -1.4575 1.06 -0.46 -0.58
O 0.6582 2.7998 -1.2233 0.67 -1.85 0.05
C 0.3414 4.1469 -1.1259 0.19 1.50 0.05
N 1.9361 0.2176 -0.7912 0.10 -0.58 0.64
H 2.0227 -0.3918 -3.1740 0.51 0.00 -0.79
H 2.5265 1.2634 -3.8743 -0.13 -0.58 -0.48
H 0.8656 0.8589 -3.3210 0.02 0.35 0.16
H 3.5192 0.9746 -1.8352 0.23 0.85 0.08
H 2.3285 3.1492 -2.3510 0.12 0.41 0.07
H 2.6859 2.8832 -0.6212 -0.35 0.48 0.33
H 0.7221 4.5745 -0.1984 -0.14 -0.03 0.26
H -0.7261 4.3431 -1.2254 0.02 -0.51 0.20
H 0.8136 4.7060 -1.9338 0.12 0.00 -0.24
H 2.7522 0.0090 -0.2338 -0.30 0.28 1.36
H 1.9143 -0.6500 -1.3079 -1.04 -0.57 0.18
C -0.1062 -5.6429 -1.2038 2.69 -0.34 -0.43
C -1.2026 -4.8513 -0.6016 -0.78 -0.61 1.58
C -0.7172 -3.5463 0.1863 0.52 -2.41 0.56
O 0.1054 -3.8729 1.3595 0.12 0.82 -2.05
C -0.5685 -4.4926 2.3934 -1.03 -0.08 0.01
N -2.1188 -4.5413 -1.6785 0.49 1.12 -0.26
H -0.2702 -6.5158 -1.8357 -1.15 0.42 -0.32
H 0.6857 -6.0840 -0.5984 -0.28 0.43 1.13
H 0.4785 -4.9119 -1.7622 0.15 -0.03 -0.69
H -1.8204 -5.5130 0.0055 0.28 0.15 0.88
H -1.6140 -2.9881 0.4548 0.05 0.24 0.27
H -0.0705 -2.9460 -0.4537 -0.13 0.05 -0.01
H -1.4699 -3.9170 2.6032 -0.16 0.21 0.58
H 0.0826 -4.5567 3.2652 -0.07 0.05 -0.10
H -0.9446 -5.4772 2.1155 0.24 -0.41 0.06
H -2.7447 -3.8417 -1.3056 -0.63 0.14 -0.06
H -1.4959 -3.9826 -2.2442 -0.29 0.33 -1.17
C -4.1949 2.3245 0.1816 0.46 1.16 0.23
C -2.7687 2.7883 -0.1720 -1.02 -0.40 -0.34
O -1.8717 2.0049 0.5889 0.70 -0.04 0.42
O -4.3989 2.6438 1.6003 0.17 -0.72 -1.36
H -4.2875 1.2704 -0.0803 0.01 -0.21 0.47
H -4.9610 2.8668 -0.3726 0.23 0.13 -0.33
H -2.6268 3.8418 0.0691 -0.08 0.07 -0.02
H -2.5408 2.5824 -1.2179 -0.15 0.12 -0.05
H -2.3417 1.8193 1.4052 0.42 -0.20 0.65
H -5.3544 2.6207 1.6901 -0.03 -0.02 0.49

---

No. 4
50
Properties=species:S:1:pos:R:3:forces:R:3 method="wB97M-V/def2-TZVPD" e_lumo_ev=0.6 orbital_gap_ev=8.3 smiles="c1cc[nH]c1.c1cc[nH]c1.CC(C)=O.CC(C)=O.CC(C)=O" largest_force_ha_per_bohr=0.0948 energy_ev=-27202.7350 homo_energy_ev=-7.69
C -1.8957 4.5594 0.2431 0.75 -0.33 0.24
C -0.4136 4.3658 0.4929 0.24 -0.77 0.78
O -0.0276 4.1740 1.6468 -0.08 0.32 -1.82
C 0.5810 4.2898 -0.6898 0.63 0.12 0.61
H -2.3531 4.5856 1.2321 -0.21 0.40 -0.23
H -2.2457 3.6592 -0.2622 -0.09 0.03 -0.25
H -2.0851 5.4204 -0.3978 -0.17 -0.01 0.14
H 0.3176 4.6812 -1.6725 -0.49 0.31 0.34
H 0.9461 3.2844 -0.8994 -0.45 -0.36 0.39
H 1.4976 4.7583 -0.3316 -0.03 0.39 -0.08
C 0.3284 0.6234 1.9991 0.58 -0.20 -0.48
C 1.0966 -0.3567 1.1549 0.64 -0.46 0.10
O 1.1186 -1.5443 1.3340 -0.40 -0.81 0.44
C 1.8378 0.2345 0.0010 0.26 1.20 -0.42
H 1.0766 1.2850 2.4357 -0.08 0.06 0.35
H -0.2720 0.1102 2.7503 -0.07 0.28 -0.19
H -0.1986 1.2668 1.2946 -0.53 0.04 0.29
H 2.7940 -0.1442 -0.3601 -0.18 -0.80 0.57
H 2.0425 1.2754 0.2514 -0.29 0.30 -0.46
H 1.1436 0.1350 -0.8334 -0.04 0.44 -0.25
C 4.8166 -2.6780 1.6440 1.11 -0.69 1.22
C 4.5917 -3.6981 0.5679 -0.20 2.18 -0.34
O 3.4830 -4.1001 0.3464 -0.25 -0.78 -0.31
C 5.8010 -4.0347 -0.2303 -0.05 -2.02 -0.72
H 5.8824 -2.6398 1.8695 0.17 0.33 -0.18
H 4.4245 -3.1664 2.5361 -0.62 0.64 0.22
H 4.4764 -1.6557 1.4790 -0.46 -0.36 -0.09
H 5.5456 -4.9818 -0.7056 0.20 -0.24 -0.12
H 6.6629 -4.2202 0.4106 0.10 0.36 -0.16
H 6.0251 -3.3931 -1.0825 -0.02 0.55 0.45
N -1.9529 -3.1680 0.9096 -1.01 -1.44 -0.49
C -2.6338 -2.1404 1.3585 -2.80 3.72 0.46
C -4.0180 -2.4440 1.5468 2.14 0.50 1.03
C -4.1109 -3.8394 1.3442 0.56 0.28 -0.65
C -2.8868 -4.1620 0.8659 1.89 -3.41 -0.45
H -1.0385 -3.1916 0.4814 -0.11 0.09 0.40
H -2.2174 -1.1444 1.3887 0.14 -0.04 0.14
H -4.7165 -1.7587 2.0037 -0.03 -0.05 -0.19
H -4.8321 -4.6297 1.4917 -0.43 0.57 0.00
H -2.5024 -5.1501 0.6603 -0.24 -0.15 -0.21
N -3.4762 2.3543 -3.5345 2.14 0.59 0.95
C -2.2934 3.0013 -3.2402 1.26 0.07 -0.28
C -1.4938 2.1368 -2.3932 0.31 4.60 -1.59
C -2.2786 1.1296 -1.9941 -2.50 -2.59 -2.08
C -3.3964 1.2257 -2.8604 -2.03 -3.20 2.36
H -4.3235 2.6957 -3.9652 0.50 0.05 -0.11
H -2.1510 3.9070 -3.8109 0.70 0.11 0.43
H -0.4769 2.2723 -2.0554 -0.16 0.45 -0.24
H -1.9629 0.2541 -1.4462 -0.33 0.03 0.08
H -4.2362 0.5563 -2.9749 0.06 -0.27 0.40

---

No. 5
67
Properties=species:S:1:pos:R:3:forces:R:3 method="wB97M-V/def2-TZVPD" e_lumo_ev=-10.9 orbital_gap_ev=6.0 total_charge=+3 largest_force_ha_per_bohr=0.0147 energy_ev=-128344.6155 homo_energy_ev=-16.90
Os 0.8264 -0.6375 -0.0844 0.31 0.00 0.38
C 1.3131 -3.6513 -0.9472 0.02 -0.01 0.04
N 1.6085 -2.2395 -1.2965 -0.01 0.02 -0.09
C 1.0801 -1.9882 -2.6687 0.07 -0.10 -0.02
C 3.0902 -2.0343 -1.2806 -0.10 -0.13 0.04
C 3.3616 -0.5713 -1.4784 -0.01 0.01 0.09
N 2.4404 0.1617 -0.5725 -0.29 0.08 -0.13
C 2.8561 1.4888 -0.2804 -0.03 0.35 -0.22
C 3.0813 1.8884 1.0319 0.16 -0.13 -0.19
F 2.9251 0.9947 2.0290 -0.03 -0.06 0.02
C 3.5119 3.1630 1.3288 0.07 0.20 -0.18
F 3.7073 3.4760 2.6003 0.02 0.06 0.11
C 3.7413 4.0869 0.3207 -0.04 -0.09 0.09
C 3.5272 3.7036 -0.9912 0.00 0.02 0.10
F 3.7149 4.5538 -1.9813 0.01 0.02 0.00
C 3.0918 2.4238 -1.2948 -0.19 -0.19 0.26
F 2.8391 2.0988 -2.5616 -0.03 -0.11 -0.04
H 1.8325 -4.3137 -1.6419 -0.04 0.00 -0.01
H 0.2424 -3.8263 -1.0158 -0.03 0.01 0.03
H 1.6528 -3.8699 0.0622 0.04 -0.01 -0.02
H 1.6231 -2.5958 -3.3955 -0.01 0.00 0.00
H 1.1924 -0.9397 -2.9468 0.01 0.03 0.02
H 0.0280 -2.2559 -2.7030 -0.01 -0.01 0.01
H 3.5763 -2.6438 -2.0451 -0.07 -0.01 -0.02
H 3.4484 -2.3547 -0.3018 0.01 -0.03 -0.02
H 3.1976 -0.2474 -2.5042 0.02 0.05 -0.07
H 4.3899 -0.3195 -1.2237 0.03 0.00 0.07
H 4.0836 5.0879 0.5524 0.01 -0.02 0.01
C -1.5090 -1.4605 3.3948 0.00 0.01 0.01
N -0.2153 -1.0070 3.9132 0.04 -0.11 0.09
C -0.0049 -0.5098 5.1749 -0.03 0.02 -0.04
C 1.3280 -0.2667 5.2998 0.01 0.00 -0.03
N 1.8964 -0.6267 4.1105 -0.04 -0.01 0.01
C 0.9550 -1.0689 3.2627 -0.03 0.13 0.08
S 1.2621 -1.8471 1.7244 0.06 -0.03 -0.13
H -2.2918 -1.0390 4.0179 0.00 0.00 0.01
H -1.5589 -2.5468 3.4303 0.00 0.00 0.00
H -1.6279 -1.1106 2.3727 -0.01 0.01 -0.01
H -0.8095 -0.3763 5.8787 0.01 -0.01 0.00
H 1.9004 0.1196 6.1264 0.00 -0.01 -0.01
H 2.8821 -0.5739 3.8891 0.00 0.02 -0.01
Se 0.0420 1.9001 2.3816 -0.06 -0.03 0.03
N 0.0827 1.2259 0.6976 -0.25 -0.28 0.08
C -0.6220 2.0483 -0.0771 0.17 0.11 -0.05
C -0.7690 1.9542 -1.4910 -0.01 -0.03 0.03
C -1.5031 2.9015 -2.1290 0.00 0.02 -0.02
C -2.1377 3.9858 -1.4309 0.00 0.02 -0.01
C -2.0013 4.1328 -0.0949 0.01 0.02 -0.01
C -1.2193 3.1687 0.6216 0.03 0.02 -0.03
N -0.9789 3.2382 1.9132 -0.01 0.00 -0.02
H -0.2651 1.1783 -2.0582 -0.01 -0.03 -0.01
H -1.6012 2.8603 -3.2067 -0.01 -0.01 0.01
H -2.7097 4.7036 -2.0029 0.00 -0.01 0.01
H -2.4393 4.9569 0.4512 -0.01 0.00 0.00
N -1.1123 -1.1462 -0.5021 0.69 0.30 -0.06
C -2.1839 -1.3885 -0.8603 -0.49 -0.07 -0.15
C -3.4901 -1.6814 -1.2842 0.03 0.01 0.00
C -3.7353 -2.8596 -2.0122 0.00 -0.02 0.00
C -5.0215 -3.1269 -2.4292 0.03 -0.02 -0.01
C -6.0478 -2.2359 -2.1248 -0.02 0.00 -0.01
C -5.8041 -1.0690 -1.4032 0.00 0.02 0.01
C -4.5256 -0.7800 -0.9779 -0.02 0.02 0.00
H -2.9283 -3.5442 -2.2387 -0.01 0.01 0.01
H -5.2325 -4.0264 -2.9908 0.00 0.01 0.01
H -7.0550 -2.4543 -2.4559 0.01 0.00 0.00
H -6.6163 -0.3916 -1.1788 0.01 0.00 0.00
H -4.3155 0.1245 -0.4218 0.00 -0.01 0.00

---

No. 6
21
Properties=species:S:1:pos:R:3:forces:R:3 method="wB97M-V/def2-TZVPD" e_lumo_ev="-0.1 / 1.0" orbital_gap_ev="9.7 / 9.6" largest_force_ha_per_bohr=0.0226 energy_ev=-8490.0437 homo_energy_ev="-9.84 / -8.62"
C -3.2917 0.5131 0.2946 0.77 0.45 -0.05
C -2.0701 1.0280 0.0522 -1.05 -0.07 0.48
C -0.8064 0.5677 0.7119 0.06 0.00 -0.02
C 0.3469 0.3656 -0.2703 -0.03 -0.12 -0.12
C 1.6381 -0.0742 0.4126 0.02 0.01 -0.01
C 2.7398 -0.3567 -0.5926 -0.42 0.14 -0.17
O 3.9029 -0.7321 0.1180 0.32 -0.09 -0.13
H -3.1842 -3.2353 0.6165 0.01 -0.02 0.00
H -4.1930 0.9707 -0.1043 0.18 -0.16 -0.10
H -3.4151 -0.3679 0.9203 0.03 0.17 -0.03
H -2.0934 -0.6526 -1.5616 -0.02 -0.16 -0.21
H -1.9938 1.9088 -0.5875 0.01 -0.13 0.06
H -0.5139 1.3298 1.4508 -0.04 -0.13 -0.09
H -0.9997 -0.3572 1.2694 0.05 0.11 -0.07
H 0.5204 1.2974 -0.8280 -0.03 -0.13 0.08
H 0.0340 -0.3858 -1.0133 0.16 0.16 0.15
H 1.9866 0.7007 1.1079 -0.06 -0.09 -0.09
H 1.4656 -0.9796 1.0083 0.01 0.10 -0.08
H 2.4125 -1.1574 -1.2761 0.09 0.10 0.12
H 2.9192 0.5434 -1.2041 0.01 -0.13 0.11
H 4.5949 -0.9265 -0.5247 -0.05 0.01 0.17